Record 1
C28H29N3SiSn | wB97M-V/def2-TZVPD

total charge = +2
highest occupied orbital energy = -13.67 eV
Kohn-Sham gap = 5.429 eV

Geometry as XYZ:
```
62
C28H29N3SiSn wB97M-V/def2-TZVPD
C 0.61 -2.54 1.03
C 1.60 -1.82 1.74
C 1.07 -1.39 2.98
H 2.63 -1.70 1.42
C -0.30 -1.85 3.06
C -0.57 -2.59 1.83
H -1.44 -3.23 1.68
H 0.75 -3.04 0.07
H 1.61 -0.86 3.76
H -0.94 -1.86 3.95
Sn -0.98 0.02 1.63
C 0.86 2.62 -0.72
H 0.38 2.69 0.26
H 0.12 2.82 -1.50
H 1.64 3.39 -0.78
Si 1.72 0.89 -0.99
C 2.34 0.30 -2.62
C 2.75 -1.05 -2.58
H 3.20 -1.48 -1.69
C 2.49 -1.88 -3.68
H 2.64 -2.96 -3.57
C 2.00 -1.33 -4.87
H 1.75 -1.99 -5.71
C 1.86 0.06 -4.98
H 1.60 0.52 -5.93
C 2.04 0.89 -3.86
H 1.95 1.97 -3.94
C 3.18 0.89 0.17
C 4.41 0.34 -0.23
H 4.64 0.23 -1.31
C 5.36 -0.03 0.72
H 6.29 -0.48 0.36
C 5.13 0.21 2.09
H 5.87 -0.10 2.84
C 3.96 0.87 2.48
H 3.78 1.15 3.52
C 3.00 1.23 1.52
H 2.12 1.83 1.81
H 0.53 0.46 0.18
H 1.13 -0.46 -0.78
N -3.07 -0.16 -0.65
C -3.69 -0.99 0.32
C -4.90 -1.64 0.03
C -5.54 -2.35 1.05
C -4.90 -2.44 2.29
C -3.67 -1.82 2.49
N -3.10 -1.07 1.51
C -3.03 1.23 -0.36
C -3.63 2.17 -1.20
C -3.55 3.51 -0.84
C -2.82 3.87 0.30
C -2.22 2.89 1.07
N -2.39 1.58 0.74
H -3.51 -0.31 -1.55
H -5.30 -1.52 -0.97
H -6.50 -2.83 0.87
H -5.34 -3.00 3.11
H -3.13 -1.90 3.43
H -4.13 1.79 -2.09
H -4.04 4.27 -1.45
H -2.70 4.91 0.60
H -1.60 3.10 1.94
```

Here are the natural (NBO) charges for atoms 1 to 5, given in e: C -0.180; C -0.272; C -0.247; H 0.259; C -0.399

Record 2
C3H4O3Y | wB97M-V/def2-TZVPD

total charge = +1
relative energy (zero: lowest compared OMol25 entry of this formula, charge and spin) = 3.5 kJ/mol
highest occupied orbital energy = -12.99 eV
Kohn-Sham gap = 6.567 eV

Geometry as XYZ:
```
11
C3H4O3Y wB97M-V/def2-TZVPD
O -1.24 1.52 0.55
C -2.11 0.67 0.06
O -3.26 0.97 -0.29
C 2.74 -1.06 0.48
C 1.91 -2.05 0.06
O -1.58 -0.52 -0.16
Y 0.25 0.00 0.88
H 3.11 -1.04 1.50
H 3.15 -0.34 -0.23
H 1.54 -2.20 -0.96
H 1.64 -2.84 0.76
```

Here are the natural (NBO) charges for atoms 1 to 5, given in e: O -0.881; C 0.896; O -0.563; C -0.505; C -0.421

Record 3
C39H26Br2F7N4O3S2TeTi | wB97M-V/def2-TZVPD

total charge = +1
relative energy (zero: lowest compared OMol25 entry of this formula, charge and spin) = 257.9 kJ/mol
highest occupied orbital energy = -10.76 eV
Kohn-Sham gap = 7.205 eV

Geometry as XYZ:
```
85
C39H26Br2F7N4O3S2TeTi wB97M-V/def2-TZVPD
Ti -0.51 -0.55 -0.43
Br -0.69 3.60 -3.27
C -0.98 3.51 -1.42
C -1.29 4.68 -0.70
C -1.50 4.65 0.64
Br -1.88 6.25 1.56
C -1.41 3.42 1.36
C -1.58 3.26 2.75
C -1.43 2.02 3.31
C -1.12 0.92 2.48
N -0.98 1.03 1.18
C -1.11 2.27 0.62
C -0.90 2.30 -0.78
O -0.59 1.15 -1.35
H -1.35 5.62 -1.24
H -1.83 4.12 3.37
H -1.55 1.86 4.37
H -1.00 -0.07 2.90
F -0.06 -3.92 3.83
C -0.88 -3.30 2.97
C -0.35 -2.43 2.04
C -1.19 -1.79 1.14
C -2.58 -2.00 1.22
C -3.06 -2.90 2.17
F -4.37 -3.16 2.28
C -2.23 -3.57 3.06
C -3.42 -1.25 0.29
C -4.81 -1.31 0.20
C -5.46 -0.52 -0.73
C -4.73 0.32 -1.55
C -3.36 0.34 -1.41
N -2.71 -0.43 -0.52
H 0.72 -2.28 2.03
H -2.64 -4.26 3.78
H -5.36 -1.97 0.84
H -6.54 -0.56 -0.81
H -5.20 0.96 -2.29
H -2.74 0.96 -2.04
F 3.10 0.17 -1.48
Te 2.64 -1.17 -0.24
F 2.99 -2.12 1.36
F 1.94 -2.82 -0.74
F 1.02 -0.86 -1.69
F 4.25 -1.86 -0.82
O 1.14 -0.49 0.62
N -1.09 -0.39 -3.69
C -1.29 -1.64 -3.24
N -1.14 -2.04 -2.00
C -1.40 -3.43 -1.90
C -1.21 -4.26 -0.79
C -1.53 -5.60 -0.90
C -2.02 -6.15 -2.08
C -2.17 -5.35 -3.20
C -1.85 -4.01 -3.09
S -1.86 -2.83 -4.36
H -0.58 0.29 -3.13
H -1.10 -0.23 -4.68
H -0.79 -3.88 0.12
H -1.37 -6.24 -0.04
H -2.25 -7.20 -2.13
H -2.51 -5.77 -4.14
O 3.72 0.22 0.85
S 3.18 0.64 2.26
C 4.67 0.94 3.16
C 4.88 0.16 4.28
C 6.05 0.34 5.01
C 6.98 1.28 4.59
C 6.76 2.05 3.46
C 5.59 1.89 2.73
C 2.60 2.30 1.94
C 2.23 3.07 3.03
C 1.77 4.36 2.81
C 1.69 4.85 1.52
C 2.05 4.06 0.44
C 2.51 2.76 0.64
H 4.15 -0.58 4.58
H 6.23 -0.26 5.89
H 7.89 1.41 5.16
H 7.50 2.77 3.14
H 5.41 2.48 1.84
H 2.31 2.68 4.04
H 1.49 4.98 3.65
H 1.33 5.86 1.35
H 1.98 4.45 -0.57
H 2.80 2.15 -0.20
```

Here are the Mulliken charges for atoms 1 to 5, given in e: Ti -0.660; Br -0.152; C -0.135; C -0.296; C 0.013

Record 4
ClO4Sr | wB97M-V/def2-TZVPD

total charge = +1
relative energy (zero: lowest compared OMol25 entry of this formula, charge and spin) = 229.8 kJ/mol
highest occupied orbital energy = -12.06 eV
Kohn-Sham gap = 4.652 eV

Geometry as XYZ:
```
6
ClO4Sr wB97M-V/def2-TZVPD
Sr 1.46 -2.06 -2.37
Cl -0.25 0.39 0.50
O -0.65 1.65 -0.12
O 0.39 -0.35 -0.58
O 0.52 0.46 1.72
O -1.47 -0.09 0.84
```

Here are the natural (NBO) charges for atoms 1 to 5, given in e: Sr 1.965; Cl 2.569; O -0.832; O -1.091; O -0.777

Record 5
C16H24CrN6O4 | wB97M-V/def2-TZVPD

total charge = +3
highest occupied orbital energy (alpha / beta) = -18.90 / -18.90 eV
Kohn-Sham gap (alpha / beta) = 4.847 / 7.017 eV
multiplicity = 4

Geometry as XYZ:
```
51
C16H24CrN6O4 wB97M-V/def2-TZVPD
Cr -0.06 -0.06 -0.68
C -2.28 -1.97 -1.90
C -1.97 -2.61 -0.62
O -0.69 -2.14 -0.16
C -0.43 -2.62 1.13
C 0.05 -1.61 2.18
O -0.54 -0.29 2.01
C -1.96 -0.18 2.36
C -2.51 1.11 1.79
O -2.51 1.13 0.34
C -3.67 0.52 -0.19
C -3.27 0.26 -1.65
O -2.08 -0.54 -1.78
H -3.30 -2.28 -2.19
H -1.52 -2.33 -2.63
H -1.84 -3.68 -0.73
H -2.78 -2.46 0.17
H 0.28 -3.49 1.06
H -1.37 -3.06 1.45
H 1.11 -1.50 2.08
H -0.08 -2.00 3.19
H -2.06 -0.12 3.45
H -2.51 -1.12 2.06
H -1.86 1.95 2.19
H -3.53 1.29 2.16
H -4.55 1.15 -0.14
H -3.93 -0.40 0.32
H -3.08 1.22 -2.10
H -4.16 -0.19 -2.10
N 2.37 -2.60 -1.04
C 2.92 -1.36 -0.57
N 4.18 -1.36 -0.09
C 4.60 -0.16 0.33
N 5.82 -0.09 0.86
N 3.96 0.99 0.02
C 2.71 0.90 -0.30
N 2.06 -0.30 -0.49
C 1.96 2.11 -0.69
C 2.47 3.42 -0.44
C 1.69 4.52 -0.74
C 0.35 4.25 -1.14
C -0.12 2.96 -1.27
N 0.73 1.90 -1.16
H 3.05 -3.35 -1.14
H 1.77 -2.45 -1.84
H 6.36 -0.92 1.05
H 6.20 0.80 1.04
H 3.45 3.51 -0.03
H 2.12 5.53 -0.69
H -0.37 5.00 -1.37
H -1.22 2.69 -1.36
```

Here are the natural (NBO) charges for atoms 1 to 5, given in e: Cr 1.876; C -0.105; C -0.102; O -0.604; C -0.120

Record 6
C20H22N2O4 | wB97M-V/def2-TZVPD

total charge = 0
relative energy (zero: lowest compared OMol25 entry of this formula, charge and spin) = 482.9 kJ/mol
highest occupied orbital energy = -8.42 eV
Kohn-Sham gap = 7.957 eV
SMILES = CCCCOc1ccc(/C=C/C(=O)Nc2ccc([N+](=O)[O-])cc2C)cc1

Geometry as XYZ:
```
48
C20H22N2O4 wB97M-V/def2-TZVPD
C 2.85 -6.30 1.14
C 2.74 -5.34 -0.03
C 2.58 -6.08 -1.35
C 2.45 -5.17 -2.58
O 1.20 -4.50 -2.61
C 1.04 -3.26 -2.11
C 2.03 -2.43 -1.58
C 1.72 -1.17 -1.12
C 0.41 -0.68 -1.16
C 0.04 0.64 -0.68
C 0.85 1.56 -0.17
C 0.49 2.92 0.27
O 1.30 3.81 0.33
N -0.84 3.06 0.63
C -1.52 4.19 1.06
C -0.89 5.43 1.16
C -1.59 6.54 1.59
C -2.93 6.41 1.93
N -3.68 7.54 2.38
O -3.09 8.61 2.45
O -4.85 7.38 2.66
C -3.57 5.17 1.84
C -2.88 4.05 1.41
C -3.58 2.73 1.31
C -0.58 -1.52 -1.69
C -0.28 -2.77 -2.16
H 1.96 -6.92 1.22
H 2.98 -5.76 2.07
H 3.71 -6.96 1.01
H 3.64 -4.72 -0.07
H 1.89 -4.68 0.12
H 1.68 -6.71 -1.30
H 3.44 -6.74 -1.51
H 2.46 -5.78 -3.48
H 3.29 -4.47 -2.63
H 3.05 -2.76 -1.53
H 2.51 -0.56 -0.73
H -1.02 0.85 -0.80
H 1.92 1.39 -0.12
H -1.39 2.22 0.60
H 0.15 5.52 0.90
H -1.12 7.50 1.67
H -4.61 5.10 2.11
H -3.59 2.36 0.28
H -4.62 2.84 1.63
H -3.11 1.98 1.95
H -1.60 -1.17 -1.74
H -1.04 -3.41 -2.56
```

Here are the natural (NBO) charges for atoms 1 to 5, given in e: C -0.599; C -0.398; C -0.419; C -0.058; O -0.492

Record 7
H22O11 | wB97M-V/def2-TZVPD

total charge = 0
relative energy (zero: lowest compared OMol25 entry of this formula, charge and spin) = 229.5 kJ/mol
highest occupied orbital energy = -10.89 eV
Kohn-Sham gap = 10.506 eV
SMILES = O.O.O.O.O.O.O.O.O.O.O

Geometry as XYZ:
```
33
H22O11 wB97M-V/def2-TZVPD
O 4.41 -2.32 -2.85
H 4.34 -1.45 -2.45
H 5.28 -2.31 -3.27
O 3.93 1.30 -1.86
H 3.38 1.68 -1.18
H 4.52 2.00 -2.12
O -2.97 -2.56 3.93
H -2.44 -3.35 4.01
H -2.39 -1.93 3.51
O -3.86 3.18 1.81
H -3.95 4.01 2.28
H -3.15 2.73 2.25
O -0.60 1.76 3.32
H -0.85 1.56 4.23
H -0.37 2.68 3.33
O 0.53 3.84 -0.35
H 0.25 3.64 0.55
H -0.28 4.11 -0.79
O 0.61 -0.69 0.24
H 0.38 -0.23 -0.57
H 0.41 -0.06 0.94
O -4.28 0.45 -1.25
H -3.71 0.77 -1.94
H -4.25 1.14 -0.58
O -1.45 1.38 -3.44
H -1.17 2.29 -3.53
H -1.27 0.99 -4.30
O 3.45 -4.16 0.66
H 3.05 -3.50 0.10
H 3.85 -4.79 0.05
O -0.66 -4.23 0.05
H -0.39 -3.31 -0.03
H -0.35 -4.63 -0.76
```

Here are the natural (NBO) charges for atoms 1 to 5, given in e: O -0.947; H 0.480; H 0.466; O -0.946; H 0.476

Record 8
H8O4 | wB97M-V/def2-TZVPD

total charge = 0
relative energy (zero: lowest compared OMol25 entry of this formula, charge and spin) = 106.8 kJ/mol
highest occupied orbital energy = -11.39 eV
Kohn-Sham gap = 11.896 eV
SMILES = O.O.O.O

Geometry as XYZ:
```
12
H8O4 wB97M-V/def2-TZVPD
O -7.28 9.53 -13.84
H -7.95 9.06 -14.34
H -6.95 10.20 -14.44
O -11.55 7.13 -15.14
H -12.12 6.46 -14.75
H -11.92 7.96 -14.85
O -2.81 9.58 -12.94
H -2.14 9.00 -13.30
H -3.63 9.09 -13.06
O -7.79 8.20 -9.63
H -7.03 7.70 -9.34
H -7.60 8.42 -10.54
```

Here are the natural (NBO) charges for atoms 1 to 5, given in e: O -0.943; H 0.473; H 0.471; O -0.937; H 0.470

Record 9
Cl2H4Si3 | wB97M-V/def2-TZVPD

total charge = 0
relative energy (zero: lowest compared OMol25 entry of this formula, charge and spin) = 206.4 kJ/mol
highest occupied orbital energy (alpha / beta) = -8.12 / -7.96 eV
Kohn-Sham gap (alpha / beta) = 6.319 / 5.851 eV
SMILES = [SiH2]=[Si](Cl)[SiH2]Cl

Geometry as XYZ:
```
9
Cl2H4Si3 wB97M-V/def2-TZVPD
Si 1.43 0.05 1.39
Si -0.76 -0.02 0.77
Cl -1.11 1.87 1.66
Si -1.05 -0.21 -1.53
Cl -0.01 -1.95 -1.32
H 2.56 1.25 1.76
H 1.72 -0.93 2.42
H -0.67 0.62 -2.73
H -2.12 -0.68 -2.42
```

Here are the natural (NBO) charges for atoms 1 to 5, given in e: Si 0.606; Si 0.226; Cl -0.414; Si 0.584; Cl -0.384

Record 10
C4H14O2S | wB97M-V/def2-TZVPD

total charge = +1
relative energy (zero: lowest compared OMol25 entry of this formula, charge and spin) = 43.8 kJ/mol
highest occupied orbital energy (alpha / beta) = -13.46 / -13.46 eV
Kohn-Sham gap (alpha / beta) = 10.088 / 5.308 eV
multiplicity = 2

Geometry as XYZ:
```
21
C4H14O2S wB97M-V/def2-TZVPD
C 1.47 1.15 2.49
C 1.01 1.85 1.21
C 0.89 0.91 0.01
S -0.77 0.26 -0.23
C -0.76 0.17 -2.04
H 2.53 0.97 2.67
H 1.10 0.12 2.36
H 1.08 1.65 3.37
H 0.07 2.27 1.53
H 1.61 2.69 0.87
H 1.27 1.30 -0.93
H 1.51 0.02 0.17
H -1.57 -0.46 -2.41
H 0.11 -0.33 -2.45
H -0.92 1.24 -2.20
H 1.34 -1.17 -5.40
H 2.34 -0.92 -4.28
O 1.51 -1.39 -4.47
H -4.36 -2.90 3.75
H -4.59 -3.77 2.52
O -4.84 -3.67 3.45
```

Here are the natural (NBO) charges for atoms 1 to 5, given in e: C -0.609; C -0.429; C -0.592; S 0.866; C -0.785

Record 11
C2H3NO3S | wB97M-V/def2-TZVPD

total charge = 0
relative energy (zero: lowest compared OMol25 entry of this formula, charge and spin) = 248.9 kJ/mol
highest occupied orbital energy (alpha / beta) = -8.08 / -9.07 eV
Kohn-Sham gap (alpha / beta) = 7.261 / 5.394 eV
multiplicity = 3

Geometry as XYZ:
```
10
C2H3NO3S wB97M-V/def2-TZVPD
C -0.95 1.11 1.82
C 1.71 0.80 3.63
N 0.73 0.83 2.90
O 2.53 0.86 4.45
O -2.32 -0.22 0.18
O 1.23 -0.84 0.48
S -1.27 -0.36 1.19
H -0.87 2.24 1.81
H 1.89 -0.17 0.20
H 1.90 -1.50 0.63
```

Here are the natural (NBO) charges for atoms 1 to 5, given in e: C -0.355; C 0.747; N -0.613; O -0.501; O -0.783

Record 12
C10H10N2O2 | wB97M-V/def2-TZVPD

total charge = 0
relative energy (zero: lowest compared OMol25 entry of this formula, charge and spin) = 140.5 kJ/mol
highest occupied orbital energy = -9.40 eV
Kohn-Sham gap = 9.145 eV
SMILES = CCNc1ccc2c(c1)C(=O)NC2=O

Geometry as XYZ:
```
24
C10H10N2O2 wB97M-V/def2-TZVPD
C 3.41 -0.71 0.25
C 2.75 0.65 0.04
N 1.71 0.97 1.05
C 0.39 0.74 0.57
C -0.28 1.80 -0.07
C -1.56 1.65 -0.57
C -2.16 0.41 -0.43
C -1.51 -0.64 0.20
C -0.24 -0.50 0.72
C -2.42 -1.83 0.17
O -2.38 -2.79 0.87
N -3.47 -1.56 -0.82
C -3.50 -0.08 -0.87
O -4.48 0.55 -1.12
H 3.51 -0.95 1.31
H 2.82 -1.49 -0.23
H 4.40 -0.73 -0.22
H 3.49 1.46 0.01
H 2.27 0.66 -0.94
H 1.84 0.32 1.82
H 0.24 2.75 -0.16
H -2.08 2.46 -1.06
H 0.27 -1.32 1.21
H -3.03 -1.82 -1.71
```

Here are the natural (NBO) charges for atoms 1 to 5, given in e: C -0.628; C -0.215; N -0.616; C 0.176; C -0.207